Entry 1:
Formula: C13H14MoNO3
Source: the OMol25 dataset
Level of theory: ωB97M-V with the def2-TZVPD basis set

Results
energy above the lowest of the compared OMol25 structures with the same formula, charge and spin	212.63	kJ/mol
total charge	+3
E	-851.034183	a.u.
molecular weight	328.20	g mol⁻¹
max |F|	4.61	eV/Å
frontier orbital gap (spin up / spin down)	0.191 / 0.192	Ha

Each line ends with the natural charge from an NBO analysis.
Geometry (Å):
Mo  0.1407  -0.7707  0.7835  1.33
N  1.3735  -1.1994  -0.8912  -0.73
C  1.1664  -2.5031  -0.2931  -0.03
C  2.2136  -3.1446  0.3977  -0.16
C  2.1299  -4.5063  0.6874  -0.12
C  1.0329  -5.2493  0.2580  -0.07
C  -0.0284  -4.6347  -0.3921  -0.13
C  -0.0162  -3.2556  -0.6414  -0.02
C  -1.1885  -2.5269  -1.1361  0.00
C  -2.1390  -3.0727  -2.0146  -0.16
C  -3.2088  -2.3034  -2.4144  -0.01
C  -3.3944  -1.0011  -1.9754  -0.11
C  -2.4327  -0.4318  -1.1241  -0.19
C  -1.3729  -1.1908  -0.6803  -0.11
H  2.3777  -0.9446  -0.8801  0.46
H  1.0964  -1.1828  -1.8889  0.47
H  3.1396  -2.6109  0.6039  0.27
H  2.9495  -5.0014  1.1913  0.29
H  1.0027  -6.3163  0.4337  0.29
H  -0.8817  -5.2290  -0.6899  0.27
H  -1.9521  -4.0437  -2.4619  0.26
H  -3.9087  -2.7085  -3.1518  0.28
H  -4.2734  -0.4245  -2.2384  0.29
H  -2.6247  0.5802  -0.7709  0.27
C  0.1168  -1.0183  3.3051  -0.17
O  1.3838  -0.8334  2.7190  -0.72
H  -0.1975  -0.1679  3.9342  0.28
H  0.0830  -1.9515  3.8956  0.28
H  -0.6868  -1.1430  2.4268  0.12
H  1.9612  -0.2824  3.2852  0.57
O  -0.2699  0.8266  1.0477  0.04
O  -0.5426  1.9655  1.2763  -0.05

***

Entry 2:
Formula: C5H32N2O11
Source: the OMol25 dataset
Level of theory: ωB97M-V with the def2-TZVPD basis set

Results
SMILES	CNCC(=O)N(C)C.O.O.O.O.O.O.O.O.O.O
energy above the lowest of the compared OMol25 structures with the same formula, charge and spin	173.31	kJ/mol
total charge	0
E	-1146.879423	a.u.
molecular weight	296.31	g mol⁻¹
max |F|	1.12	eV/Å
frontier orbital gap	0.340	Ha

Each line ends with the natural charge from an NBO analysis.
Geometry (Å):
O  0.4941  -1.8878  0.5219  -0.62
C  0.3639  -0.6920  0.7121  0.75
N  1.2578  0.0152  1.5356  -0.52
C  1.9816  1.1312  0.9134  -0.43
C  2.1779  -0.8350  2.3276  -0.43
C  -0.8861  0.0364  0.2341  -0.34
N  -0.5938  0.8857  -0.9192  -0.67
C  -1.6579  0.8453  -1.9347  -0.43
H  1.2799  1.8456  0.4843  0.20
H  2.5954  1.6328  1.6664  0.21
H  2.6630  0.7705  0.1255  0.24
H  1.6244  -1.7100  2.6414  0.22
H  2.5579  -0.2861  3.1819  0.20
H  3.0567  -1.1793  1.7425  0.24
H  -1.3295  0.5306  1.0989  0.20
H  -1.6284  -0.7265  -0.0387  0.24
H  -0.4951  1.8583  -0.5908  0.39
H  -2.6342  1.2394  -1.6235  0.17
H  -1.8185  -0.2086  -2.2616  0.22
H  -1.3531  1.4937  -2.7647  0.20
H  -3.4747  -1.8758  0.2444  0.52
H  -4.0881  -3.0261  -0.6608  0.48
O  -3.2955  -2.5554  -0.4376  -1.00
H  0.2799  1.2815  2.5764  0.50
H  -0.3889  2.5338  2.0214  0.49
O  -0.3073  2.0189  2.8344  -0.98
H  2.5589  -0.8565  -2.3364  0.50
H  3.8009  0.0050  -2.2335  0.49
O  3.3116  -0.6435  -1.7263  -1.01
H  3.2996  -2.0798  -0.6156  0.49
H  2.1348  -2.5297  0.1753  0.47
O  3.0873  -2.7361  0.0557  -0.99
H  -0.3678  -2.5567  -0.9138  0.49
H  -1.8387  -2.6159  -1.4192  0.50
O  -0.9067  -2.6225  -1.7161  -1.03
H  -1.8175  1.2578  3.0816  0.51
H  -2.4819  0.2796  4.0877  0.48
O  -2.6228  0.7051  3.2462  -0.99
H  0.9138  -1.8423  -3.6160  0.51
H  0.5397  -0.6902  -2.6991  0.50
O  1.1911  -0.9544  -3.3547  -0.98
H  -1.2069  4.1452  0.3002  0.50
H  0.3523  4.1798  0.1844  0.50
O  -0.4035  3.6253  0.3957  -0.97
H  -3.3575  -0.2504  2.1023  0.52
H  -4.7268  -0.1505  1.3108  0.48
O  -3.9454  -0.6815  1.4113  -1.01
H  1.7280  1.4930  -2.4587  0.47
H  2.0394  0.8208  -3.7068  0.48
O  2.3366  1.5619  -3.1857  -0.95

***

Entry 3:
Formula: H32O16
Source: the OMol25 dataset
Level of theory: ωB97M-V with the def2-TZVPD basis set

Results
energy above the lowest of the compared OMol25 structures with the same formula, charge and spin	618.34	kJ/mol
total charge	0
E	-1222.963256	a.u.
molecular weight	288.24	g mol⁻¹
max |F|	2.89	eV/Å
frontier orbital gap	0.387	Ha

Each line ends with the natural charge from an NBO analysis.
Geometry (Å):
O  0.3200  -2.2661  1.5945  -0.97
H  0.8414  -1.6182  1.1047  0.49
H  -0.5332  -1.8427  1.7300  0.48
O  -5.2760  2.6589  -0.0067  -0.93
H  -4.5880  3.3303  0.1180  0.47
H  -4.6461  1.9156  -0.0301  0.46
O  1.0995  -3.7137  -0.5983  -0.96
H  0.5928  -3.7174  0.2430  0.51
H  2.0095  -3.5166  -0.3466  0.48
O  2.8645  2.1300  -1.9249  -1.01
H  2.1807  1.7120  -1.3601  0.49
H  2.6569  3.0911  -1.8961  0.51
O  -4.5849  -2.0803  -0.6050  -0.97
H  -4.7960  -1.8529  -1.5086  0.49
H  -3.6601  -2.1233  -0.3529  0.48
O  0.2865  1.5785  -1.2724  -0.96
H  0.6780  1.9356  -2.0899  0.48
H  0.4149  0.6148  -1.3345  0.51
O  -2.5739  -4.1764  0.1406  -0.94
H  -3.5020  -3.8949  0.1833  0.48
H  -2.5757  -4.4464  -0.7876  0.47
O  -2.2440  0.5540  -0.3337  -0.97
H  -2.8040  0.4761  0.4543  0.48
H  -1.8909  -0.3430  -0.4633  0.48
O  1.7597  0.1028  0.6326  -1.00
H  2.7913  0.0673  0.5803  0.51
H  1.8467  -0.1927  1.5564  0.46
O  3.6931  1.2698  3.7180  -0.96
H  4.3086  1.5177  3.0235  0.49
H  3.4116  0.3546  3.7361  0.47
O  -0.2724  -1.6182  -1.3622  -1.02
H  0.5464  -2.0926  -0.9610  0.50
H  -0.6829  -2.4425  -1.6500  0.48
O  1.2721  3.8355  -0.2401  -0.98
H  0.6834  3.2196  -0.7097  0.48
H  0.7945  4.6142  0.0553  0.48
O  4.0689  0.0914  -0.3523  -0.97
H  4.1786  -0.3804  -1.1851  0.50
H  4.0282  0.9837  -0.7684  0.50
O  -2.8180  0.1275  2.7888  -0.95
H  -2.8237  -0.6277  3.3789  0.49
H  -1.9569  0.5144  2.6456  0.47
O  -1.3036  2.5771  1.1048  -0.94
H  -0.9953  2.3047  0.2200  0.49
H  -1.0663  1.7447  1.5407  0.44
O  2.8647  -0.4343  -2.7520  -0.97
H  3.4411  0.2577  -3.1060  0.50
H  1.9604  -0.1990  -2.5522  0.48

***

Entry 4:
Formula: C4H5ClO
Source: the OMol25 dataset
Level of theory: ωB97M-V with the def2-TZVPD basis set

Results
energy above the lowest of the compared OMol25 structures with the same formula, charge and spin	232.52	kJ/mol
total charge	0
E	-690.732526	a.u.
molecular weight	104.54	g mol⁻¹
max |F|	7.65	eV/Å
frontier orbital gap	0.341	Ha

Each line ends with the natural charge from an NBO analysis.
Geometry (Å):
C  0.1398  -0.5641  -1.7248  -0.67
C  -0.4896  -0.1063  -0.3818  -0.03
C  0.2555  0.4207  0.6811  -0.24
C  -0.3060  0.5982  1.9371  0.38
H  1.2536  -0.5498  -1.3263  0.24
H  -0.0536  0.2889  -2.4822  0.24
H  -0.1841  -1.4980  -2.1011  0.23
H  -1.5011  -0.1386  -0.1642  0.22
H  0.4527  -0.0128  2.9881  0.13
O  -1.5296  1.0559  2.0745  -0.54
Cl  1.9624  0.5059  0.4996  0.03

***

Entry 5:
Formula: C4H8O3
Source: the OMol25 dataset
Level of theory: ωB97M-V with the def2-TZVPD basis set

Results
SMILES	C/C=C/O.O=CO
energy above the lowest of the compared OMol25 structures with the same formula, charge and spin	136.80	kJ/mol
total charge	0
E	-382.912713	a.u.
molecular weight	104.10	g mol⁻¹
max |F|	0.51	eV/Å
frontier orbital gap	0.344	Ha

Each line ends with the natural charge from an NBO analysis.
Geometry (Å):
C  1.7622  1.4637  -0.6909  -0.63
C  0.3166  1.4633  -0.2917  -0.28
O  -1.2906  -2.6844  -1.0165  -0.66
C  -0.1391  0.8540  0.8006  0.12
O  -1.4398  0.9269  1.1979  -0.70
C  -0.7718  -2.1459  0.0854  0.66
O  -1.4084  -1.8692  1.0731  -0.63
H  1.9007  1.0752  -1.7068  0.21
H  2.1845  2.4750  -0.6770  0.21
H  2.3611  0.8452  -0.0123  0.21
H  -0.3970  2.0043  -0.9113  0.21
H  -2.2477  -2.7685  -0.8636  0.50
H  0.5269  0.2844  1.4562  0.16
H  -1.6657  0.0691  1.5918  0.50
H  0.3080  -1.9934  -0.0350  0.13

***

Entry 6:
Formula: C6H6N2
Source: the OMol25 dataset
Level of theory: ωB97M-V with the def2-TZVPD basis set

Results
SMILES	c1cc2[nH]ccn2c1
energy above the lowest of the compared OMol25 structures with the same formula, charge and spin	136.41	kJ/mol
total charge	0
E	-341.670602	a.u.
molecular weight	106.13	g mol⁻¹
max |F|	4.20	eV/Å
frontier orbital gap	0.296	Ha

Each line ends with the natural charge from an NBO analysis.
Geometry (Å):
C  0.9402  -0.7842  1.6464  -0.25
C  0.7429  0.5976  1.5551  -0.40
C  0.1110  0.6905  0.3002  0.31
C  -0.9445  0.7156  -1.7332  -0.08
C  -0.6235  -0.5723  -1.4916  -0.09
C  0.6398  -1.5246  0.5000  -0.16
H  1.5644  -0.9973  2.5616  0.21
H  1.2033  1.3727  2.1634  0.23
H  -0.9809  2.5253  -0.4709  0.44
H  -1.6353  1.0689  -2.4443  0.21
H  -0.9722  -1.3757  -2.1568  0.24
H  0.4469  -2.6590  0.4193  0.23
N  -0.5601  1.5087  -0.5608  -0.57
N  0.0680  -0.5662  -0.2884  -0.32